Record 1
DFT (ωB97M-V with the def2-TZVPD basis set) results for a structure of composition C26H34NOV.

Calculated values
Total charge = -1
HOMO-LUMO gap (alpha / beta) = 3.81 / 6.26 eV
ΔE to the lowest compared entry with this formula, charge and spin = 0.00 kJ/mol
Spin multiplicity = 4
E_HOMO (alpha / beta) = -0.99 / -3.46 eV

Geometry (Å):
1 C 1.87652 0.09341 0.63424
2 C 1.98169 -0.67632 -0.56985
3 C 1.68319 0.16484 -1.68013
4 H 2.38556 -1.67764 -0.64306
5 C 1.44603 1.47891 -1.17519
6 C 1.55966 1.43991 0.24067
7 H 1.35425 2.39051 -1.77002
8 C -1.32404 -1.73335 1.44588
9 C -0.05280 -2.12729 0.95397
10 C -0.13306 -2.23484 -0.48298
11 H 0.80532 -2.40578 1.56836
12 C -1.44585 -1.77472 -0.86976
13 C -2.18031 -1.48856 0.34049
14 H 1.81364 -0.09662 -2.73174
15 H 1.55135 2.31751 0.87823
16 H 2.08037 -0.26389 1.64124
17 H -3.23236 -1.19978 0.38145
18 H 0.58524 -2.70830 -1.14840
19 H -1.60953 -1.69879 2.50193
20 V -0.14817 -0.07575 -0.17955
21 C -1.86761 -1.37855 -2.26786
22 C -3.39595 -1.54483 -2.35164
23 C -1.22138 -2.25233 -3.35438
24 H -3.68647 -2.54087 -1.96367
25 H -3.72714 -1.47778 -3.39623
26 H -3.91866 -0.78386 -1.76386
27 H -1.40084 -3.32616 -3.18605
28 H -0.14020 -2.09359 -3.42953
29 H -1.67003 -1.97902 -4.31873
30 C -1.27987 0.06676 -2.42355
31 C -2.11588 1.14993 -3.05191
32 H -0.36010 0.03706 -3.01440
33 H -1.09720 0.58528 -1.41273
34 O -3.11450 1.51554 -2.42528
35 N -1.53300 1.75179 -4.16852
36 C -0.29180 2.54874 -3.95977
37 H -2.22468 2.23334 -4.72604
38 C 0.98879 1.93057 -4.48917
39 C 2.20236 2.60734 -4.27666
40 H 2.19395 3.60964 -3.83382
41 C 3.42287 2.01216 -4.60645
42 H 4.36106 2.51304 -4.36167
43 C 3.44193 0.76976 -5.25011
44 H 4.39545 0.29586 -5.50737
45 C 2.23173 0.15844 -5.58601
46 H 2.23261 -0.77578 -6.14085
47 C 1.00704 0.73970 -5.21987
48 H 0.05617 0.29365 -5.52129
49 H -0.15488 2.78007 -2.88795
50 H -0.42065 3.53606 -4.43077
51 C 0.48929 1.64694 3.23841
52 C -0.84117 1.19495 2.64109
53 C -1.97418 1.85946 3.42859
54 C -1.01618 1.42527 1.13255
55 H 0.71605 2.68480 2.96677
56 H 1.32435 1.02227 2.92228
57 H 0.44833 1.58480 4.33024
58 H -0.91309 0.11046 2.81247
59 H -1.93418 2.94864 3.30748
60 H -2.95343 1.51207 3.09014
61 H -1.88377 1.63219 4.49829
62 H -2.07196 1.28540 0.83066
63 H -0.69686 2.45170 0.88000

Atomic partial charges in e from the Löwdin method, atoms 1 to 4: atom 1 (C): -0.19, atom 2 (C): -0.20, atom 3 (C): -0.16, atom 4 (H): 0.11


Record 2
DFT (ωB97M-V with the def2-TZVPD basis set) results for a structure of composition C26H35BClINO3Si2Tc.

Calculated values
Total charge = +1
HOMO-LUMO gap (alpha / beta) = 5.91 / 6.47 eV
Spin multiplicity = 2
E_HOMO (alpha / beta) = -11.05 / -11.05 eV

Geometry (Å):
1 Tc -0.59961 1.97609 1.16421
2 Cl -4.25842 -0.80629 6.24552
3 C -3.71437 0.16308 4.92839
4 C -4.49385 1.18060 4.46139
5 C -4.07638 2.00217 3.37870
6 I -5.29990 3.51755 2.70714
7 C -2.86459 1.76320 2.79372
8 O -2.34710 2.44861 1.74442
9 C -2.06124 0.71325 3.27874
10 N -0.87200 0.55320 2.62216
11 C -0.05881 -0.42603 2.98154
12 C -0.36886 -1.28583 4.03967
13 C -1.55332 -1.13276 4.71823
14 C -2.44471 -0.11368 4.34006
15 H -5.45223 1.36956 4.92415
16 H 0.85236 -0.53584 2.40937
17 H 0.32715 -2.06889 4.30150
18 H -1.81281 -1.79343 5.53431
19 C -1.59930 -5.50667 -3.47127
20 C -0.52298 -4.43426 -3.68648
21 C -0.36823 -4.15786 -5.18812
22 C 0.80471 -4.97116 -3.15499
23 C -0.94330 -3.14480 -2.97835
24 C -2.14446 -2.52206 -3.34991
25 C -2.60696 -1.34851 -2.76757
26 C -1.81180 -0.80817 -1.78223
27 O -2.00202 0.35680 -1.04494
28 B -0.88606 0.42875 -0.24046
29 O -0.04030 -0.65164 -0.39103
30 C -0.63348 -1.40788 -1.40314
31 C -0.16207 -2.56868 -1.97499
32 H -1.30664 -6.43279 -3.96915
33 H -2.56318 -5.20147 -3.87882
34 H -1.73477 -5.71961 -2.40939
35 H -0.03804 -5.06138 -5.70358
36 H 0.36943 -3.37392 -5.36867
37 H -1.30969 -3.84461 -5.63993
38 H 1.06089 -5.88980 -3.68362
39 H 0.75088 -5.21035 -2.09086
40 H 1.62283 -4.26488 -3.31096
41 H -2.74357 -2.97027 -4.13081
42 H -3.53222 -0.88207 -3.07415
43 H 0.77221 -3.00004 -1.64774
44 C 3.23848 4.51203 1.79586
45 Si 2.19226 2.98535 1.97538
46 C 1.07217 3.23943 3.47914
47 C 3.24429 1.46514 2.23244
48 C 1.06871 2.72391 0.45664
49 Si 1.87189 2.29817 -1.24879
50 C 2.88320 3.78340 -1.74619
51 C 2.96978 0.80105 -1.12004
52 C 0.53902 2.02942 -2.53277
53 H 3.78976 4.67556 2.72534
54 H 2.63036 5.39970 1.61123
55 H 3.96554 4.42524 0.98940
56 H 1.56821 3.91019 4.18575
57 H 0.86966 2.30827 4.01386
58 H 0.10992 3.71683 3.25701
59 H 3.46288 1.34055 3.29535
60 H 4.19854 1.55263 1.71132
61 H 2.76998 0.55191 1.87007
62 H 0.52127 3.69286 0.27176
63 H 3.74771 3.94674 -1.10402
64 H 2.28986 4.70003 -1.76146
65 H 3.25477 3.61869 -2.76123
66 H 3.88408 1.00651 -0.56298
67 H 3.26507 0.50349 -2.12997
68 H 2.46172 -0.04717 -0.66316
69 H -0.40956 2.51006 -2.28400
70 H 0.34139 0.96775 -2.69944
71 H 0.86585 2.44501 -3.48859

Atomic partial charges in e from the Löwdin method, atoms 1 to 4: atom 1 (Tc): 1.45, atom 2 (Cl): 0.75, atom 3 (C): -0.59, atom 4 (C): -0.14


Record 3
DFT (ωB97M-V with the def2-TZVPD basis set) results for a structure of composition C26H35CsN4OS.

Calculated values
HOMO-LUMO gap = 4.30 eV
Spin multiplicity = 1
E_HOMO = -4.30 eV

Geometry (Å):
1 Cs 0.50434 1.12854 -0.17065
2 C 0.52434 1.00244 4.21843
3 N 0.78539 -0.03917 3.22173
4 C 1.96557 -0.78806 3.62242
5 C 2.75977 -1.39862 2.48379
6 C 3.44264 -2.59724 2.67233
7 C 4.22841 -3.09501 1.64920
8 C 4.30278 -2.38726 0.45950
9 C 3.58013 -1.21087 0.36181
10 N 2.82780 -0.71695 1.34577
11 C -0.40462 -0.88107 3.04983
12 C -0.17987 -2.05413 2.13292
13 C -0.02351 -3.33453 2.65084
14 C 0.20768 -4.39224 1.78902
15 C 0.27718 -4.13452 0.43235
16 C 0.09714 -2.82840 0.00241
17 N -0.13642 -1.80448 0.82028
18 C -0.69877 1.83864 3.94385
19 C -1.57012 2.17148 4.96728
20 C -2.64811 2.99875 4.67622
21 C -2.80740 3.45179 3.38267
22 C -1.89205 3.05714 2.40867
23 N -0.85951 2.25809 2.68822
24 H 1.39434 1.66438 4.22562
25 H 0.43311 0.56484 5.22674
26 H 1.72539 -1.57268 4.35866
27 H 2.63915 -0.09221 4.12937
28 H 3.34927 -3.13294 3.60888
29 H 4.76907 -4.02473 1.77399
30 H 4.89919 -2.74317 -0.36921
31 H 3.58685 -0.63586 -0.55985
32 H -1.17634 -0.24686 2.61495
33 H -0.76377 -1.25439 4.02336
34 H -0.08293 -3.49284 3.72002
35 H 0.33322 -5.39772 2.17026
36 H 0.46043 -4.92602 -0.28143
37 H 0.13502 -2.58885 -1.05620
38 H -1.40983 1.79509 5.96994
39 H -3.34663 3.27933 5.45539
40 H -3.62970 4.10295 3.11694
41 H -1.95123 3.37424 1.35625
42 C -2.59188 1.56284 -1.75166
43 C -1.78480 2.84101 -2.00733
44 C -2.29880 3.46134 -3.32100
45 C -1.84272 3.72622 -0.77127
46 H -2.42675 0.77379 -2.49648
47 H -3.66082 1.79575 -1.75983
48 H -2.38687 1.17324 -0.74949
49 H -0.72480 2.57383 -2.18042
50 H -3.34850 3.74008 -3.19085
51 H -2.23935 2.77246 -4.18021
52 H -1.74017 4.36521 -3.56741
53 H -2.91419 3.91596 -0.56275
54 H -1.39435 4.70539 -1.00770
55 O 0.86752 0.18791 -3.04049
56 S 0.21380 -0.99803 -3.68732
57 C 1.29475 -1.48866 -5.05447
58 C 1.08358 -0.43282 -6.12853
59 C -0.43447 -0.31878 -6.26637
60 C -1.01562 -0.30347 -4.84769
61 H 0.96883 -2.47951 -5.38135
62 H 2.30599 -1.54369 -4.65417
63 H 1.56662 -0.70178 -7.06794
64 H 1.50500 0.51469 -5.78819
65 H -0.81701 -1.18108 -6.81645
66 H -0.72817 0.57616 -6.81365
67 H -1.94620 -0.85909 -4.74550
68 H -1.15803 0.70415 -4.45408

Atomic partial charges in e from the Löwdin method, atoms 1 to 4: atom 1 (Cs): 0.96, atom 2 (C): -0.15, atom 3 (N): -0.15, atom 4 (C): -0.14